ORCA calculation (wB97M-V/def2-TZVPD) on an isolated molecule of C5H8O2 in a non-equilibrium geometry.

As for the lowest unoccupied orbital energy: 0.9 eV. The total energy comes out at -9407.1300 eV. The molar mass comes out at 100.12 g/mol. As for the total charge: 0.

Element x y z (Å)
O 1.430 1.903 -0.717
C 0.168 1.309 -0.567
C 0.055 -0.132 -1.132
C -0.121 -0.632 0.280
C -0.735 -1.872 0.703
O 0.621 -1.579 1.024
C -0.172 0.784 0.858
H 2.083 1.270 -0.388
H -0.559 2.022 -0.961
H 0.909 -0.533 -1.676
H -0.863 -0.294 -1.714
H -1.547 -1.609 1.362
H -0.826 -2.731 0.035
H 0.649 0.930 1.572
H -1.091 1.163 1.320